(1)
Formula: C9H21BrClGdO2P2
Source: the OMol25 dataset
Level of theory: ωB97M-V/def2-TZVPD

As for the spin multiplicity: 8. The largest force on an atom comes out at 5.85 eV/Å. The energy above the lowest of the compared OMol25 structures with the same formula, charge and spin is 0.0 kJ/mol. The calculation puts the total energy at -135732.59182 eV. As for the total charge: +2. Its expectation value of S² is 16.052. As for the HOMO energy (spin up / spin down): -15.92 / -15.69 eV.

Last column: Löwdin spin population.
Element x y z (Å)
C1 0.20 -0.06 -5.57  0.00
C2 0.00 -0.01 -4.11  0.00
H1 1.25 0.00 -5.87  0.00
H2 -0.33 0.79 -6.03  0.00
H3 -0.24 -0.99 -5.95  0.00
O1 0.84 0.09 -3.19  -0.02
Cl1 -1.79 -0.12 -3.62  -0.01
Gd1 -0.40 -0.08 -1.12  6.82
P1 -0.22 2.69 -0.46  0.04
C3 1.08 3.63 0.41  0.01
C4 -0.13 3.45 -2.12  0.01
H4 -0.27 4.54 -2.08  0.00
H5 -1.72 4.60 0.02  0.00
H6 -0.92 3.02 -2.75  0.00
H7 -2.59 3.06 -0.23  0.00
H8 2.06 3.33 0.03  0.00
H9 0.84 3.22 -2.59  0.00
C5 -1.71 3.52 0.23  0.01
H10 0.94 4.70 0.25  0.00
H11 -1.76 3.35 1.31  0.00
H12 1.04 3.41 1.48  0.00
P2 0.00 -2.68 -0.10  0.04
C6 1.37 -3.33 0.92  0.01
C7 -1.41 -3.52 0.72  0.01
H13 -0.60 -3.41 -2.32  0.00
H14 0.07 -4.77 -1.39  0.00
H15 1.17 -3.52 -2.07  0.00
C8 0.19 -3.70 -1.62  0.01
H16 -2.33 -3.21 0.21  0.00
H17 -1.31 -4.62 0.66  0.00
H18 1.32 -4.43 0.93  0.00
H19 1.27 -2.93 1.94  0.00
H20 -1.46 -3.20 1.77  0.00
H21 2.32 -2.99 0.49  0.00
C9 1.70 0.11 0.14  -0.02
O2 2.65 0.19 0.79  0.00
Br1 -2.26 0.00 0.80  0.09

---

(2)
Formula: C4H8Cl2O
Source: the OMol25 dataset
Level of theory: ωB97M-V/def2-TZVPD

As for the spin multiplicity: 1. Its SMILES is CC(C)=O.ClCCl. The largest force on an atom comes out at 1.24 eV/Å. The energy above the lowest of the compared OMol25 structures with the same formula, charge and spin is 0.0 kJ/mol. The calculation puts the total energy at -31369.91290 eV. As for the total charge: 0. As for the HOMO energy: -9.72 eV.

Last column: natural (NBO) charge in e.
Element x y z (Å)
C1 -2.91 -1.23 -1.54  -0.72
C2 -1.42 -1.04 -1.64  0.59
C3 -0.90 0.35 -1.39  -0.72
O1 -0.67 -1.97 -1.92  -0.54
H1 -3.19 -2.28 -1.75  0.24
H2 -3.43 -0.58 -2.26  0.23
H3 -3.26 -0.97 -0.52  0.23
H4 -1.34 1.06 -2.12  0.23
H5 -1.18 0.69 -0.37  0.23
H6 0.20 0.38 -1.48  0.24
Cl1 1.18 -2.39 3.64  -0.02
C4 0.59 -3.98 3.13  -0.41
Cl2 -1.12 -4.21 3.48  -0.02
H7 0.75 -4.09 2.04  0.23
H8 1.17 -4.76 3.64  0.22

---

(3)
Formula: C22H26N3O4PbSeTe4
Source: the OMol25 dataset
Level of theory: ωB97M-V/def2-TZVPD

As for the spin multiplicity: 1. The largest force on an atom comes out at 1.52 eV/Å. The energy above the lowest of the compared OMol25 structures with the same formula, charge and spin is 129.0 kJ/mol. The calculation puts the total energy at -135666.22628 eV. As for the total charge: -1. As for the HOMO energy: -4.18 eV.

Last column: natural (NBO) charge in e.
Element x y z (Å)
Pb1 1.45 3.22 -2.80  0.82
Te1 4.20 2.79 -2.21  -0.46
Te2 5.20 5.08 -1.11  -0.09
Te3 3.58 6.95 -2.20  -0.12
Te4 1.14 5.79 -1.71  -0.30
O1 -1.55 4.47 -1.59  -0.70
C1 -1.58 3.23 -1.47  0.76
O2 -0.61 2.43 -1.42  -0.78
C2 -2.97 2.62 -1.40  -0.13
C3 -4.05 3.44 -1.08  -0.13
C4 -5.35 2.94 -1.10  -0.23
C5 -5.58 1.63 -1.45  -0.21
C6 -4.49 0.81 -1.75  0.06
C7 -3.19 1.30 -1.73  -0.18
N1 -4.73 -0.58 -2.09  0.52
O3 -3.77 -1.31 -2.24  -0.38
O4 -5.88 -0.96 -2.20  -0.40
H1 -3.84 4.47 -0.84  0.24
H2 -6.18 3.59 -0.86  0.21
H3 -6.57 1.21 -1.50  0.24
H4 -2.37 0.64 -1.99  0.26
C8 4.37 -2.94 -1.39  -0.62
C9 3.99 -2.86 0.09  -0.40
C10 4.48 -1.58 0.77  -0.40
C11 3.76 -0.31 0.32  -0.23
N2 2.35 -0.32 0.66  -0.40
C12 1.30 -0.36 -0.22  0.29
Se1 1.41 -0.39 -2.03  -0.25
N3 0.15 -0.33 0.51  -0.38
C13 -1.19 -0.27 -0.05  -0.25
C14 -1.65 -1.56 -0.72  -0.45
C15 -1.50 -2.81 0.15  -0.39
C16 -2.47 -2.86 1.34  -0.61
C17 0.46 -0.24 1.85  0.12
C18 -0.33 -0.17 2.99  -0.23
C19 0.31 -0.07 4.21  -0.22
C20 1.70 -0.04 4.31  -0.22
C21 2.50 -0.12 3.17  -0.24
C22 1.86 -0.23 1.95  0.19
H5 4.10 -3.91 -1.80  0.20
H6 5.45 -2.80 -1.52  0.19
H7 3.85 -2.18 -1.97  0.23
H8 4.42 -3.72 0.62  0.19
H9 2.91 -2.93 0.19  0.20
H10 5.55 -1.44 0.56  0.21
H11 4.38 -1.69 1.85  0.20
H12 3.83 -0.19 -0.75  0.26
H13 4.22 0.56 0.79  0.22
H14 -1.19 0.54 -0.79  0.29
H15 -1.86 0.01 0.76  0.20
H16 -1.08 -1.70 -1.63  0.23
H17 -2.70 -1.43 -1.01  0.24
H18 -0.47 -2.89 0.51  0.19
H19 -1.68 -3.68 -0.48  0.20
H20 -2.27 -2.06 2.05  0.19
H21 -2.36 -3.81 1.88  0.20
H22 -3.50 -2.77 0.99  0.20
H23 -1.41 -0.18 2.93  0.22
H24 -0.28 -0.01 5.12  0.21
H25 2.17 0.05 5.28  0.21
H26 3.57 -0.08 3.24  0.22

---

(4)
Formula: C3H4O3
Source: the OMol25 dataset
Level of theory: ωB97M-V/def2-TZVPD

As for the spin multiplicity: 1. Its SMILES is O=C1COCO1. The largest force on an atom comes out at 0.55 eV/Å. The energy above the lowest of the compared OMol25 structures with the same formula, charge and spin is 82.9 kJ/mol. The calculation puts the total energy at -9317.84171 eV. As for the total charge: 0. As for the HOMO energy: -10.68 eV.

Last column: natural (NBO) charge in e.
Element x y z (Å)
O1 2.03 -1.13 -0.44  -0.54
C1 0.97 -0.61 -0.22  0.76
C2 0.69 0.82 0.19  -0.19
O2 -0.70 0.88 0.40  -0.52
C3 -1.27 -0.34 -0.02  0.23
O3 -0.22 -1.24 -0.30  -0.49
H1 1.02 1.51 -0.59  0.21
H2 1.23 1.06 1.12  0.21
H3 -1.87 -0.20 -0.93  0.16
H4 -1.88 -0.75 0.79  0.17

---

(5)
Formula: C20H30ClN3O3
Source: the OMol25 dataset
Level of theory: ωB97M-V/def2-TZVPD

As for the spin multiplicity: 1. Its SMILES is CC[C@H](C)[C@@H](CC(=O)N[C@@]1(CO)CC[C@H](C)C1)NC(=O)c1cncc(Cl)c1. The largest force on an atom comes out at 0.08 eV/Å. The energy above the lowest of the compared OMol25 structures with the same formula, charge and spin is 5.1 kJ/mol. The calculation puts the total energy at -44364.15117 eV. As for the total charge: 0. As for the HOMO energy: -9.52 eV.

Last column: natural (NBO) charge in e.
Element x y z (Å)
C1 3.98 3.68 1.52  -0.60
C2 2.71 2.86 1.37  -0.40
C3 2.13 2.88 -0.05  -0.20
C4 1.50 4.23 -0.37  -0.62
C5 1.11 1.75 -0.23  -0.04
C6 0.45 1.76 -1.62  -0.50
C7 -0.29 0.45 -1.85  0.70
O1 0.20 -0.45 -2.51  -0.67
N1 -1.46 0.35 -1.19  -0.62
C8 -2.41 -0.77 -1.29  0.10
C9 -2.95 -0.85 -2.71  -0.07
O2 -3.53 0.40 -3.08  -0.73
C10 -1.78 -2.09 -0.81  -0.41
C11 -1.91 -2.10 0.73  -0.40
C12 -2.80 -0.90 1.09  -0.23
C13 -3.77 -1.17 2.24  -0.60
C14 -3.49 -0.54 -0.23  -0.40
N2 1.71 0.43 -0.03  -0.62
C15 1.34 -0.37 1.00  0.67
O3 0.71 0.02 1.97  -0.63
C16 1.77 -1.81 0.88  -0.17
C17 2.00 -2.52 2.05  0.07
N3 2.34 -3.81 2.07  -0.40
C18 2.44 -4.44 0.90  0.02
C19 2.20 -3.81 -0.31  -0.07
Cl1 2.32 -4.71 -1.79  0.02
C20 1.87 -2.47 -0.34  -0.20
H1 4.34 3.66 2.55  0.21
H2 4.78 3.28 0.89  0.20
H3 3.83 4.73 1.25  0.20
H4 2.92 1.83 1.66  0.21
H5 1.94 3.21 2.07  0.20
H6 2.95 2.69 -0.76  0.19
H7 0.59 4.37 0.22  0.20
H8 2.18 5.05 -0.12  0.22
H9 1.25 4.33 -1.42  0.21
H10 0.35 1.84 0.54  0.23
H11 -0.22 2.61 -1.71  0.23
H12 1.21 1.83 -2.40  0.23
H13 -1.83 1.20 -0.79  0.40
H14 -2.13 -1.08 -3.39  0.20
H15 -3.68 -1.66 -2.76  0.17
H16 -4.45 0.27 -3.29  0.47
H17 -2.36 -2.91 -1.24  0.21
H18 -0.76 -2.21 -1.17  0.24
H19 -2.37 -3.03 1.07  0.20
H20 -0.95 -2.03 1.23  0.22
H21 -2.15 -0.06 1.38  0.21
H22 -4.44 -1.99 1.99  0.20
H23 -3.23 -1.44 3.14  0.22
H24 -4.37 -0.29 2.47  0.21
H25 -3.90 0.48 -0.25  0.21
H26 -4.31 -1.23 -0.42  0.20
H27 2.18 0.01 -0.81  0.41
H28 1.90 -2.02 3.01  0.22
H29 2.70 -5.49 0.92  0.21
H30 1.65 -1.98 -1.28  0.26

---

(6)
Formula: C54H44BrCl3N7OS4V
Source: the OMol25 dataset
Level of theory: ωB97M-V/def2-TZVPD

As for the spin multiplicity: 4. The largest force on an atom comes out at 6.40 eV/Å. The calculation puts the total energy at -245815.35363 eV. As for the total charge: +1. Its expectation value of S² is 3.778. As for the HOMO energy (spin up / spin down): -8.51 / -9.04 eV.

Last column: Löwdin spin population.
Element x y z (Å)
V1 0.03 -1.44 1.98  1.65
C1 4.45 -3.60 -0.20  0.00
C2 3.15 -3.88 0.48  0.00
C3 2.68 -5.19 0.65  0.01
C4 1.51 -5.39 1.36  0.00
C5 0.84 -4.28 1.86  0.01
Br1 -0.76 -4.52 2.83  0.01
N1 1.24 -3.02 1.68  0.01
C6 2.40 -2.85 1.01  0.02
H1 5.25 -4.15 0.31  0.00
H2 4.68 -2.54 -0.17  0.00
H3 4.42 -3.93 -1.23  0.00
H4 3.22 -6.03 0.24  0.00
H5 1.12 -6.37 1.55  0.00
H6 2.76 -1.83 0.92  0.00
Cl1 -5.97 -0.61 6.09  0.00
C7 -4.50 -0.88 5.25  0.00
C8 -4.53 -0.97 3.86  0.00
C9 -3.34 -1.21 3.20  0.01
Cl2 -3.18 -1.35 1.49  0.00
C10 -2.12 -1.36 3.88  0.01
O1 -1.04 -1.57 3.22  0.06
C11 -2.14 -1.23 5.28  0.01
Cl3 -0.61 -1.34 6.07  0.00
C12 -3.32 -1.00 5.96  0.00
H7 -5.46 -0.87 3.32  0.00
H8 -3.31 -0.89 7.03  0.00
N2 -0.17 -0.19 0.68  0.47
S1 -1.70 0.70 -0.44  0.06
N3 -0.51 1.47 -1.31  0.00
S2 0.06 0.74 -2.57  0.00
N4 0.34 -0.78 -2.50  0.01
S3 1.06 -1.56 -1.20  0.08
N5 0.10 -1.32 0.12  0.28
C13 -0.09 -3.07 -1.70  0.02
C14 -1.02 -3.67 -0.87  0.01
C15 -1.67 -4.83 -1.28  0.00
C16 -1.40 -5.37 -2.52  0.00
C17 -0.49 -4.75 -3.36  0.00
C18 0.18 -3.61 -2.94  0.00
C19 2.38 -0.11 -0.90  0.00
C20 2.52 0.69 0.22  0.01
C21 3.65 1.47 0.39  0.00
C22 4.65 1.46 -0.57  0.00
C23 4.51 0.66 -1.69  0.00
C24 3.39 -0.14 -1.84  0.00
C25 1.44 1.77 -3.06  0.00
C26 2.06 1.47 -4.26  0.00
C27 3.15 2.22 -4.66  0.00
C28 3.61 3.25 -3.85  0.00
C29 2.96 3.56 -2.66  0.00
C30 1.87 2.82 -2.26  0.00
C31 -1.09 0.90 -3.94  0.00
C32 -1.73 -0.19 -4.51  0.00
C33 -2.65 0.03 -5.52  0.00
C34 -2.91 1.33 -5.95  0.00
C35 -2.26 2.41 -5.38  0.00
C36 -1.35 2.19 -4.36  0.00
C37 -1.92 1.92 0.86  0.00
C38 -3.18 2.08 1.41  0.00
C39 -3.38 3.04 2.39  0.00
C40 -2.32 3.83 2.81  0.00
C41 -1.06 3.65 2.27  0.00
C42 -0.85 2.69 1.29  0.00
C43 -3.07 1.39 -1.47  0.03
C44 -3.17 2.73 -1.80  0.00
C45 -4.18 3.15 -2.65  0.00
C46 -5.08 2.23 -3.16  0.00
C47 -4.98 0.89 -2.83  0.00
C48 -3.97 0.46 -1.98  0.00
H9 -1.28 -3.23 0.09  0.00
H10 -2.38 -5.31 -0.62  0.00
H11 -1.89 -6.28 -2.84  0.00
H12 -0.28 -5.16 -4.34  0.00
H13 0.90 -3.12 -3.58  0.00
H14 1.74 0.72 0.97  0.01
H15 3.75 2.08 1.28  0.00
H16 5.52 2.08 -0.44  0.00
H17 5.28 0.66 -2.45  0.00
H18 3.30 -0.79 -2.70  0.00
H19 1.69 0.66 -4.87  0.00
H20 3.65 2.00 -5.59  0.00
H21 4.47 3.83 -4.16  0.00
H22 3.31 4.38 -2.05  0.00
H23 1.33 3.03 -1.35  0.00
H24 -1.49 -1.18 -4.15  0.00
H25 -3.15 -0.80 -5.98  0.00
H26 -3.62 1.49 -6.75  0.00
H27 -2.47 3.41 -5.72  0.00
H28 -0.83 3.02 -3.89  0.00
H29 -4.00 1.48 1.06  0.00
H30 -4.36 3.18 2.81  0.00
H31 -2.48 4.59 3.56  0.00
H32 -0.23 4.26 2.60  0.00
H33 0.12 2.54 0.86  0.00
H34 -2.46 3.42 -1.39  0.00
H35 -4.26 4.19 -2.91  0.00
H36 -5.88 2.56 -3.80  0.00
H37 -5.69 0.18 -3.22  0.00
H38 -3.87 -0.58 -1.72  0.00
N6 2.88 3.15 6.27  0.00
C49 3.48 2.06 5.71  0.00
S4 5.11 1.79 6.00  0.05
C50 2.73 1.23 4.83  0.05
C51 1.43 1.58 4.36  -0.01
C52 0.74 0.73 3.55  0.05
N7 1.22 -0.47 3.13  0.02
C53 2.46 -0.81 3.57  0.04
C54 3.22 -0.01 4.37  -0.01
H39 3.43 3.67 6.94  0.00
H40 1.88 3.12 6.43  0.00
H41 0.98 2.52 4.61  0.00
H42 -0.25 0.99 3.20  0.00
H43 2.83 -1.78 3.27  0.00
H44 4.20 -0.34 4.69  0.00